156
Properties=species:S:1:pos:R:3:forces:R:3 method="wB97M-V/def2-TZVPD" max_force_ev_per_a=1.97 e_tot_ev=-143648.8448 charge=-1
Ca -0.6022 0.0064 0.8024 -1.1 0.1 -1.7
Cl 2.7047 -0.9416 2.1191 0.6 0.2 0.3
C 3.0732 -2.6137 2.1901 -0.1 -0.4 0.0
C 4.1979 -3.0249 2.8970 0.0 0.1 0.0
C 4.5502 -4.3608 2.9279 -0.1 0.0 -0.1
C 3.7770 -5.2925 2.2542 0.0 -0.1 0.1
C 2.6336 -4.8898 1.5888 0.1 0.1 0.0
C 2.2528 -3.5501 1.5516 0.1 0.4 -0.1
P 0.6526 -3.0195 0.7990 -0.1 -0.9 0.1
C 0.3514 -4.5297 -0.2146 -0.1 0.2 -0.1
C 1.1299 -4.7426 -1.3497 0.0 0.0 0.0
C 1.0112 -5.9085 -2.0826 0.2 -0.1 0.0
C 0.0917 -6.8746 -1.7084 0.1 -0.1 0.1
C -0.7299 -6.6438 -0.6196 0.0 -0.2 0.0
C -0.6049 -5.4813 0.1194 0.0 0.0 0.1
C -0.4500 -3.4123 2.2113 -0.1 0.1 0.0
C -0.0690 -4.0412 3.3876 0.1 0.1 -0.2
C -0.9717 -4.1608 4.4333 0.0 -0.1 0.1
C -2.2617 -3.6760 4.3057 -0.1 0.0 0.0
C -2.6548 -3.0633 3.1245 -0.2 0.0 -0.1
C -1.7493 -2.9291 2.0927 0.2 -0.1 0.0
H 4.7896 -2.2899 3.4193 0.1 0.1 0.0
H 5.4285 -4.6730 3.4740 0.1 0.0 0.0
H 4.0436 -6.3392 2.2662 0.0 -0.1 0.0
H 2.0167 -5.6300 1.0983 0.0 0.0 0.0
H 1.8504 -3.9957 -1.6528 0.1 0.1 0.0
H 1.6373 -6.0683 -2.9495 0.0 0.0 -0.1
H 0.0101 -7.7975 -2.2672 0.0 0.0 -0.1
H -1.4672 -7.3813 -0.3361 -0.1 0.0 0.0
H -1.2444 -5.3215 0.9749 0.0 -0.1 0.0
H 0.9385 -4.4159 3.4993 0.0 0.0 0.1
H -0.6592 -4.6335 5.3557 0.0 0.0 0.0
H -2.9642 -3.7712 5.1222 0.0 0.0 0.1
H -3.6583 -2.6755 3.0180 -0.1 0.1 0.0
H -2.0130 -2.4014 1.1837 -0.2 0.0 0.0
C 5.5228 2.8939 -0.7328 0.0 -0.1 -0.1
C 4.4515 1.8352 -0.7633 0.1 -0.1 0.0
C 4.7614 0.5116 -1.0292 0.0 0.1 0.0
C 3.7391 -0.4332 -1.0045 0.0 0.0 -0.2
C 4.0666 -1.8762 -1.2688 -0.1 0.1 0.1
C 2.4458 -0.0409 -0.7428 -0.1 0.0 -0.1
C 2.0641 1.3035 -0.4729 0.6 0.0 -0.2
C 3.1483 2.2168 -0.5038 -0.2 0.2 0.0
N 0.7680 1.5231 -0.1677 -0.1 0.1 0.2
C 0.0297 2.7778 -0.2690 0.2 0.4 -0.4
C -0.9570 2.6378 -1.4432 0.1 0.2 0.1
C -1.9187 3.8177 -1.5191 -0.2 0.0 -0.3
C -1.1371 5.1067 -1.7447 0.0 0.0 0.0
C -0.1552 5.2892 -0.5921 0.1 0.3 0.0
C -0.9261 5.4317 0.7167 0.0 -0.1 0.0
C -1.7298 4.1541 0.9404 -0.2 0.0 0.3
C -2.7027 3.9304 -0.2143 0.0 0.0 0.0
C -0.7772 2.9685 1.0207 0.2 0.0 -0.2
C 0.7966 4.0933 -0.4970 -0.1 0.0 0.0
H 6.5104 2.4464 -0.6496 0.1 0.0 0.0
H 5.3719 3.5615 0.1162 0.0 0.1 0.0
H 5.5036 3.4984 -1.6423 0.0 0.0 0.0
H 5.7798 0.2108 -1.2307 0.2 0.0 0.0
H 4.7611 -1.9589 -2.1037 0.0 -0.1 -0.1
H 3.1633 -2.4343 -1.5066 0.0 -0.1 0.0
H 4.5341 -2.3381 -0.3970 0.0 -0.1 0.0
H 1.6740 -0.8037 -0.6847 0.1 0.1 -0.2
H 3.0074 3.2589 -0.2830 -0.1 0.1 0.1
H -1.5347 1.7213 -1.3217 0.0 -0.1 -0.1
H -0.3890 2.5466 -2.3742 0.0 0.0 0.0
H -2.6129 3.6544 -2.3510 0.0 0.0 0.0
H -1.8202 5.9598 -1.7901 0.0 0.1 0.0
H -0.6005 5.0611 -2.6944 0.1 0.0 -0.1
H 0.4447 6.1939 -0.7619 0.0 -0.1 0.0
H -1.5908 6.2987 0.6787 -0.1 0.0 0.0
H -0.2332 5.5836 1.5491 0.0 0.0 0.1
H -2.2833 4.2310 1.8847 0.0 0.0 0.0
H -3.4049 4.7661 -0.2739 -0.1 0.0 0.0
H -3.2661 3.0096 -0.0503 -0.1 0.0 0.0
H -1.3639 2.0653 1.2006 -0.3 0.4 0.3
H -0.0715 3.1024 1.8440 0.0 -0.1 0.1
H 1.4631 4.2746 0.3484 0.2 0.0 0.0
H 1.3754 4.0240 -1.4195 0.1 0.0 0.0
C 1.4759 -1.5937 -7.7081 0.1 0.0 -0.1
C 0.1221 -1.6811 -7.4247 -0.1 -0.1 -0.1
C -0.3268 -1.4706 -6.1352 -0.2 -0.1 -0.1
C 0.5632 -1.1773 -5.1107 0.1 0.1 0.6
C 1.9122 -1.0838 -5.4022 0.1 0.0 0.2
C 2.3684 -1.2896 -6.6956 0.2 0.0 -0.2
Sb -0.2312 -0.8409 -3.1109 -0.4 -0.3 -0.8
C -1.6897 0.4210 -4.0964 0.2 -0.2 0.4
C -1.1639 1.4580 -4.8549 0.2 0.0 0.0
C -1.9902 2.3818 -5.4652 0.0 0.2 -0.1
C -3.3635 2.2731 -5.3196 -0.1 0.1 0.0
C -3.8941 1.2378 -4.5688 -0.2 0.0 0.0
C -3.0607 0.3140 -3.9570 -0.1 -0.1 0.1
C -1.2279 -2.7706 -3.2139 0.3 0.5 0.1
C -0.7606 -3.8052 -4.0118 0.1 0.0 -0.2
C -1.3748 -5.0450 -3.9818 -0.1 0.0 -0.2
C -2.4538 -5.2696 -3.1439 -0.1 0.0 -0.1
C -2.9101 -4.2488 -2.3295 -0.1 -0.2 0.0
C -2.2907 -3.0123 -2.3610 -0.2 0.1 0.1
H 1.8308 -1.7635 -8.7165 0.0 0.0 0.0
H -0.5835 -1.9157 -8.2105 0.0 0.0 0.0
H -1.3853 -1.5405 -5.9135 0.0 0.0 -0.1
H 2.6118 -0.8445 -4.6112 0.1 0.0 0.0
H 3.4251 -1.2136 -6.9150 0.1 0.0 0.0
H -0.0895 1.5413 -4.9737 0.1 0.1 0.0
H -1.5653 3.1928 -6.0441 0.0 0.0 0.0
H -4.0149 3.0016 -5.7846 0.0 0.0 0.0
H -4.9656 1.1585 -4.4442 -0.1 0.0 0.0
H -3.4863 -0.4773 -3.3569 -0.1 0.0 0.0
H 0.0831 -3.6430 -4.6709 0.0 -0.1 0.0
H -1.0054 -5.8417 -4.6149 0.0 -0.1 0.0
H -2.9319 -6.2398 -3.1220 0.0 -0.1 0.0
H -3.7496 -4.4095 -1.6689 -0.1 0.0 0.0
H -2.6418 -2.2170 -1.7198 -0.1 0.0 0.1
S -3.1078 -0.0160 -0.5792 0.5 0.3 0.4
C -4.5473 -0.9864 -0.6703 -0.1 -0.1 0.0
C -5.6423 -0.4898 -1.3905 0.2 0.0 0.0
C -6.7657 -1.2612 -1.5897 -0.3 -0.1 -0.1
C -6.8401 -2.5485 -1.0789 -0.1 -0.1 -0.1
C -5.7734 -3.0450 -0.3485 -0.3 -0.2 0.1
C -4.6491 -2.2745 -0.1361 0.1 0.2 0.0
H -5.5851 0.5050 -1.8092 0.1 0.1 0.0
H -7.5969 -0.8638 -2.1583 0.0 0.0 0.0
H -7.7129 -3.1578 -1.2652 -0.1 0.0 0.0
H -5.8143 -4.0512 0.0527 0.0 0.0 0.0
H -3.8213 -2.6876 0.4188 0.1 0.0 0.0
C 2.9083 6.4884 3.6477 -0.1 -0.1 0.0
C 1.5870 5.9078 4.0511 -0.2 0.1 0.2
C 0.5618 6.7612 4.4362 -0.1 0.0 0.0
C -0.6883 6.2665 4.7655 -0.1 0.0 -0.1
C -0.9029 4.9046 4.7497 0.0 -0.1 0.0
C 0.1264 4.0256 4.4120 0.1 0.4 0.1
N -0.1634 2.6619 4.4303 -0.4 -0.1 -0.4
C 0.5839 1.6722 5.0032 0.0 -0.3 0.3
C 1.5068 1.9457 6.0195 -0.1 0.1 0.0
C 2.2087 0.9245 6.6207 0.0 0.0 0.0
C 2.0078 -0.3931 6.2363 0.0 -0.2 0.1
C 1.1129 -0.6772 5.2213 0.1 0.1 0.0
C 0.4057 0.3367 4.5935 0.0 0.1 -0.1
C -0.4212 0.0436 3.3804 0.1 0.3 1.4
O -1.4303 0.7298 3.1233 -0.5 0.3 -0.4
O -0.0136 -0.8533 2.6090 0.6 -1.1 1.1
C 1.3779 4.5261 4.0191 -0.1 -0.1 0.0
C 2.4633 3.6196 3.5151 -0.1 0.0 0.0
H 2.9556 7.5409 3.9144 0.1 0.1 0.0
H 3.0431 6.3952 2.5717 0.1 0.0 -0.2
H 3.7230 5.9574 4.1317 0.2 0.0 0.0
H 0.7353 7.8284 4.4598 0.1 0.1 0.0
H -1.4875 6.9394 5.0480 0.0 0.0 0.0
H -1.8658 4.4891 5.0105 -0.1 0.0 0.1
H -0.9674 2.3210 3.9011 0.2 0.1 0.1
H 1.6412 2.9686 6.3384 0.0 0.1 0.0
H 2.9138 1.1516 7.4082 0.0 0.0 0.1
H 2.5420 -1.1894 6.7336 0.1 -0.1 0.0
H 0.9579 -1.6957 4.8923 0.0 -0.1 -0.1
H 3.3309 3.6292 4.1765 0.1 0.0 0.0
H 2.7937 3.9425 2.5283 0.1 0.0 -0.1
H 2.1249 2.5916 3.4278 0.1 0.0 -0.1